The following is a DFT calculation (wB97M-V/def2-TZVPD) of a molecular structure, C37H40BrFN4O5PtS2 in a non-equilibrium geometry.

Cartesian coordinates (Å):
Pt 0.078 3.116 -0.972
C 4.087 -2.607 3.041
C 4.506 -2.019 1.666
N 3.339 -1.330 1.021
C 3.140 -0.018 1.223
C 2.160 0.746 0.655
C 1.957 2.107 1.268
O 2.738 2.395 2.140
O 0.963 2.866 0.958
C 1.396 0.171 -0.387
O 0.647 0.794 -1.127
C 1.524 -1.312 -0.519
C 0.576 -1.937 -1.306
C 0.620 -3.304 -1.443
F -0.310 -3.990 -2.159
C 1.724 -4.001 -0.894
C 2.675 -3.399 -0.103
C 2.530 -2.024 0.145
N 1.878 -5.422 -1.072
C 3.173 -6.021 -1.325
C 3.601 -6.918 -0.154
N 2.320 -7.478 0.480
C 1.211 -7.673 -0.517
C 0.740 -6.312 -1.047
H 4.938 -3.162 3.520
H 3.293 -3.306 2.993
H 3.796 -1.850 3.751
H 4.939 -2.740 0.933
H 5.266 -1.261 1.791
H 3.725 0.403 2.042
H -0.160 -1.331 -1.753
H 3.426 -3.953 0.415
H 3.921 -5.200 -1.410
H 3.196 -6.583 -2.282
H 4.135 -6.401 0.639
H 4.238 -7.723 -0.527
H 2.066 -6.796 1.219
H 2.544 -8.353 0.970
H 0.421 -8.257 -0.127
H 1.715 -8.222 -1.338
H -0.014 -5.857 -0.340
H 0.195 -6.432 -2.001
O -0.865 5.182 -0.590
S -2.295 5.547 -0.247
C -3.330 4.809 -1.570
C -4.671 4.092 -1.330
C -4.623 2.627 -0.760
C -3.983 1.680 -1.761
S -2.365 1.041 -1.417
O -1.752 2.157 -0.588
C -2.688 -0.321 -0.262
C -3.003 -1.533 -0.839
C -3.269 -2.596 0.019
C -3.182 -2.420 1.389
C -2.753 -1.220 1.912
C -2.533 -0.117 1.121
C -2.769 4.651 1.269
C -1.857 3.778 1.831
C -2.251 2.918 2.866
C -3.560 2.932 3.329
C -4.465 3.831 2.734
C -4.057 4.740 1.741
H -2.681 4.129 -2.104
H -3.548 5.610 -2.280
H -5.165 4.136 -2.337
H -5.360 4.710 -0.680
H -5.683 2.400 -0.571
H -4.056 2.680 0.116
H -3.813 2.241 -2.659
H -4.556 0.797 -1.978
H -3.127 -1.591 -1.960
H -3.682 -3.553 -0.345
H -3.449 -3.204 2.112
H -2.577 -1.084 2.990
H -2.293 0.841 1.568
H -0.786 3.769 1.547
H -1.474 2.278 3.283
H -3.985 2.233 4.025
H -5.551 3.846 3.057
H -4.686 5.579 1.449
Br 1.282 7.735 -3.968
C 1.966 6.524 -2.724
C 3.217 6.675 -2.160
C 3.705 5.602 -1.431
C 2.854 4.564 -1.081
N 1.606 4.435 -1.605
C 1.215 5.371 -2.438
H 3.778 7.570 -2.372
H 4.709 5.505 -1.020
H 3.206 3.776 -0.353
H 0.286 5.245 -2.994

- spin multiplicity = 3
- net charge = +2
- <S²> = 2.01
- HOMO-LUMO gap (spin up / spin down) (Ha) = 0.25760 / 0.29164
- energy (Eh) = -5618.10584
- LUMO energy (spin up / spin down) (hartree) = -0.179 / -0.179
- relative energy (zero: lowest compared OMol25 entry of this formula, charge and spin) (kJ/mol) = 51.2